This record from the OMol25 dataset describes C4H8O2 as an isolated structure. The level of theory is ωB97M-V/def2-TZVPD.

E_HOMO (alpha / beta) = -9.18 / -9.17 eV
orbital gap (alpha / beta) = 9.507 / 9.507 eV

Geometry as ORCA input:
```
! RIJCOSX wB97M-V def2-TZVPD def2/J DEFGRID3
* xyz 0 1
C 2.137 0.348 -0.496
O 1.359 -0.266 0.501
C -0.849 0.059 -0.168
C -2.034 -0.834 0.065
C 0.147 0.361 0.820
O -0.152 1.639 0.501
H 3.157 0.326 -0.115
H 2.107 -0.181 -1.461
H 1.812 1.380 -0.646
H -0.573 0.275 -1.191
H -2.142 -1.549 -0.771
H -1.929 -1.425 0.986
H -2.948 -0.251 0.112
H -0.091 0.119 1.865
*
```

=====

This record from the OMol25 dataset describes a 2-piece molecular cluster, C4H8O2 overall. The level of theory is ωB97M-V/def2-TZVPD.

SMILES = C=C(C)O.C=O
E_HOMO = -8.67 eV
orbital gap = 9.045 eV

Geometry as ORCA input:
```
! RIJCOSX wB97M-V def2-TZVPD def2/J DEFGRID3
* xyz 0 1
C -0.921 0.792 -1.699
C 0.035 0.196 -0.985
C 1.208 0.910 -0.374
O 0.008 -1.159 -0.808
H -1.733 0.215 -2.129
H -0.886 1.859 -1.887
H 2.142 0.575 -0.842
H 1.121 1.991 -0.502
H 1.288 0.692 0.698
H 0.534 -1.385 -0.022
C -0.715 -1.170 2.139
O 0.464 -1.372 1.950
H -1.436 -1.138 1.305
H -1.109 -1.005 3.158
*
```

=====

This record from the OMol25 dataset describes the molecule C4H8O2. The level of theory is ωB97M-V/def2-TZVPD.

SMILES = CC(C)OC=O
E_HOMO = -10.67 eV
orbital gap = 11.712 eV

Geometry as ORCA input:
```
! RIJCOSX wB97M-V def2-TZVPD def2/J DEFGRID3
* xyz 0 1
C -0.307 1.689 0.253
C -0.072 0.260 -0.228
C -1.019 -0.835 0.267
O 1.211 -0.216 0.269
C 1.620 -1.327 -0.371
O 1.392 -1.605 -1.520
H -1.230 2.090 -0.187
H -0.395 1.759 1.342
H 0.511 2.347 -0.062
H -0.031 0.253 -1.319
H -1.177 -0.746 1.348
H -0.517 -1.791 0.062
H -1.969 -0.891 -0.263
H 2.158 -1.990 0.318
*
```

=====

This record from the OMol25 dataset describes the molecule C4H8O2. The level of theory is ωB97M-V/def2-TZVPD.

SMILES = C[C@H]1[C@@H](O)[C@H]1O
E_HOMO = -9.56 eV
orbital gap = 10.349 eV

Geometry as ORCA input:
```
! RIJCOSX wB97M-V def2-TZVPD def2/J DEFGRID3
* xyz 0 1
C 1.550 -0.135 -0.222
C 0.380 -0.243 0.725
C -0.831 0.645 0.594
O -0.986 1.541 -0.475
C -0.935 -0.808 0.230
O -1.046 -1.073 -1.133
H 2.203 -1.007 -0.117
H 1.211 -0.124 -1.263
H 2.153 0.760 -0.027
H 0.643 -0.491 1.753
H -1.307 1.012 1.500
H -0.142 1.642 -0.930
H -1.505 -1.488 0.860
H -1.414 -0.266 -1.529
*
```

=====

This record from the OMol25 dataset describes the molecule C4H8O2. The level of theory is ωB97M-V/def2-TZVPD.

SMILES = CO[C@H]1C[C@@H]1O
E_HOMO = -7.75 eV
orbital gap = 8.673 eV

Geometry as ORCA input:
```
! RIJCOSX wB97M-V def2-TZVPD def2/J DEFGRID3
* xyz 0 1
C 1.954 0.855 0.310
O 1.424 -0.462 0.060
C 0.185 -0.603 -0.588
C -0.874 -1.250 0.196
C -1.189 0.234 0.325
O -2.235 0.892 -0.230
H 3.033 0.767 0.402
H 1.290 1.330 1.073
H 1.574 1.303 -0.723
H 0.224 -0.596 -1.766
H -0.277 -1.642 1.029
H -1.550 -1.988 -0.380
H -0.811 0.788 1.160
H -2.749 0.373 -0.867
*
```

=====

This record from the OMol25 dataset describes a 3-piece molecular cluster, C4H8O2 overall. The level of theory is ωB97M-V/def2-TZVPD.

E_HOMO = -8.80 eV
orbital gap = 9.334 eV

Geometry as ORCA input:
```
! RIJCOSX wB97M-V def2-TZVPD def2/J DEFGRID3
* xyz 0 1
C 0.420 -0.815 0.252
C -1.010 -0.598 0.208
O -1.446 0.611 -0.202
C -0.393 1.356 -0.815
O 0.614 1.622 0.097
C 1.201 0.432 0.667
H -0.109 -2.165 0.454
H 0.880 -1.298 -0.604
H -0.936 -2.212 -0.130
H -1.709 -0.997 0.929
H -0.824 2.307 -1.124
H -0.034 0.784 -1.683
H 1.179 0.576 1.753
H 2.248 0.368 0.351
*
```

=====

This record from the OMol25 dataset describes the molecule C4H8O2. The level of theory is ωB97M-V/def2-TZVPD.

SMILES = C[C@]1(CO)CO1
E_HOMO = -9.90 eV
orbital gap = 10.737 eV

Geometry as ORCA input:
```
! RIJCOSX wB97M-V def2-TZVPD def2/J DEFGRID3
* xyz 0 1
C 0.352 1.497 -0.424
C 0.409 0.081 -0.090
C -1.009 -0.244 0.499
O -2.015 -0.308 -0.525
C 1.277 -0.967 0.220
O 0.406 -1.007 -1.116
H 1.326 1.848 -1.048
H -0.722 1.794 -0.621
H 0.977 2.016 0.624
H -1.090 -1.235 1.194
H -1.252 0.665 1.287
H -1.855 -1.261 -0.899
H 0.726 -1.683 0.969
H 2.469 -1.195 -0.070
*
```

=====

This record from the OMol25 dataset describes a 2-piece molecular cluster, C4H8O2 overall. The level of theory is ωB97M-V/def2-TZVPD.

E_HOMO (alpha / beta) = -8.10 / -8.10 eV
orbital gap (alpha / beta) = 7.882 / 7.881 eV

Geometry as ORCA input:
```
! RIJCOSX wB97M-V def2-TZVPD def2/J DEFGRID3
* xyz 0 1
C 1.543 1.349 0.644
C -0.203 -0.145 0.044
C -0.867 -0.784 -1.131
O -2.278 -0.782 -0.951
C 0.403 -0.853 1.076
O 1.239 -0.280 1.824
H 1.728 1.817 1.604
H 1.016 1.994 -0.052
H 2.391 0.833 0.212
H -0.670 0.777 0.390
H -0.600 -0.231 -2.047
H -0.480 -1.809 -1.259
H -2.679 -1.081 -1.776
H 0.174 -1.908 1.285
*
```

=====

This record from the OMol25 dataset describes C4H8O2 as an isolated structure. The level of theory is ωB97M-V/def2-TZVPD.

E_HOMO = -8.93 eV
orbital gap = 9.790 eV

Geometry as ORCA input:
```
! RIJCOSX wB97M-V def2-TZVPD def2/J DEFGRID3
* xyz 0 1
O 0.858 1.397 -0.980
C -0.606 0.644 -0.274
C -0.455 -0.742 -0.863
C 0.589 -1.169 0.131
O 0.442 -0.564 1.379
C -0.443 0.482 1.188
H 1.538 1.717 -0.365
H -1.342 1.339 -0.671
H -0.089 -0.713 -1.898
H -1.395 -1.316 -0.845
H 1.604 -0.425 -0.458
H 0.767 -2.225 0.301
H -1.416 0.220 1.636
H -0.052 1.355 1.719
*
```

=====

This record from the OMol25 dataset describes the molecule C4H8O2. The level of theory is ωB97M-V/def2-TZVPD.

SMILES = C[C@H]1COCO1
E_HOMO = -9.92 eV
orbital gap = 10.990 eV

Geometry as ORCA input:
```
! RIJCOSX wB97M-V def2-TZVPD def2/J DEFGRID3
* xyz 0 1
C -1.730 -0.159 0.127
C -0.457 0.049 -0.543
C 0.456 1.113 0.065
O 1.770 0.567 -0.242
C 1.609 -0.816 0.150
O 0.334 -1.145 -0.276
H -2.429 0.659 -0.044
H -1.573 -0.278 1.157
H -2.156 -1.140 -0.234
H -0.597 0.240 -1.627
H 0.371 2.028 -0.439
H 0.331 1.206 1.127
H 2.351 -1.372 -0.470
H 1.722 -0.952 1.249
*
```

=====

This record from the OMol25 dataset describes the molecule C4H8O2. The level of theory is ωB97M-V/def2-TZVPD.

SMILES = CC(C)OC=O
E_HOMO = -10.67 eV
orbital gap = 11.674 eV

Geometry as ORCA input:
```
! RIJCOSX wB97M-V def2-TZVPD def2/J DEFGRID3
* xyz 0 1
C -0.164 1.466 -0.101
C -0.175 -0.049 -0.235
C -1.483 -0.693 0.186
O 0.853 -0.577 0.643
C 2.042 -0.840 0.099
O 2.340 -0.732 -1.063
H -1.053 1.905 -0.565
H -0.156 1.743 0.959
H 0.723 1.892 -0.579
H 0.082 -0.343 -1.257
H -1.396 -1.783 0.167
H -2.280 -0.400 -0.505
H -1.769 -0.383 1.197
H 2.730 -1.180 0.887
*
```

=====

This record from the OMol25 dataset describes C4H8O2 as an isolated structure. The level of theory is ωB97M-V/def2-TZVPD.

E_HOMO = -8.22 eV
orbital gap = 8.458 eV

Geometry as ORCA input:
```
! RIJCOSX wB97M-V def2-TZVPD def2/J DEFGRID3
* xyz 0 1
C 1.125 -0.584 1.186
O 1.248 0.832 -0.488
C 0.001 0.783 -0.965
C -0.463 -0.704 -1.004
O -0.682 -0.590 0.450
C -0.991 0.835 0.233
H 0.651 -1.342 1.809
H 1.907 -0.945 0.534
H 1.355 0.344 1.689
H -0.218 1.413 -1.843
H 0.279 -1.469 -1.243
H -1.433 -0.919 -1.461
H -0.721 1.445 1.098
H -2.059 0.901 0.004
*
```

=====

Computed energy relative to the best compared isomer or geometry (same formula, charge and spin) (kJ/mol) in order:
379.3 190.9 77.3 187.0 428.7 599.3 545.5 517.9 361.7 158.7 40.6 615.3